[1]
This record from OMol25 describes the ion C6H10N with charge +1. The level of theory is ωB97M-V/def2-TZVPD.

The calculation puts the HOMO energy at -12.81 eV. The SMILES is C/C=C/C[C@H]1C=[NH+]1. As for the total charge: +1. The value obtained for the total energy is -7862.843 eV. The lowest unoccupied orbital energy comes out at -5.9 eV. The energy above the lowest of the compared OMol25 structures with the same formula, charge and spin comes out at 80.8 kcal/mol. The calculation puts the gap between HOMO and LUMO at 0.2546 Eh.

Atoms and positions in Å:
C (-2.885, 0.628, 0.074)
C (-1.804, -0.312, -0.108)
C (-0.495, -0.041, 0.125)
C (0.692, -1.092, -0.119)
C (2.115, -0.581, -0.048)
C (2.474, 0.759, -0.710)
N (2.656, 0.576, 0.568)
H (-3.528, 0.390, 1.007)
H (-2.456, 1.724, 0.177)
H (-3.708, 0.644, -0.609)
H (-1.994, -1.417, -0.382)
H (-0.301, 0.896, 0.545)
H (0.535, -1.976, 0.481)
H (0.658, -1.484, -1.090)
H (2.883, -1.438, 0.068)
H (2.644, 1.598, -1.421)
H (2.516, 1.127, 1.442)

Atom charges from the natural (NBO) analysis, given in e for atoms 1 to 5: -0.6729, -0.1074, -0.2683, -0.4790, -0.0024


[2]
This record from OMol25 describes a structure of composition C37H36GdN7O2. The level of theory is ωB97M-V/def2-TZVPD.

The calculation puts the HOMO energy (alpha / beta) at -14.17 / -14.10 eV. As for the total charge: +2. The value obtained for the total energy is -74299.976 eV. The lowest unoccupied orbital energy (alpha / beta) comes out at -5.7 / -7.5 eV. The energy above the lowest of the compared OMol25 structures with the same formula, charge and spin comes out at 0.0 kcal/mol. The calculation puts the gap between HOMO and LUMO (alpha / beta) at 0.3121 / 0.2416 Eh. Its spin multiplicity is 8.

Atoms and positions in Å:
Gd (-0.263, -0.350, -0.013)
C (-0.691, -3.510, 1.189)
C (0.199, -2.828, 2.240)
C (-0.560, -1.791, 3.028)
C (-0.550, -1.772, 4.414)
C (-1.293, -0.814, 5.083)
C (-2.039, 0.095, 4.347)
C (-1.991, 0.011, 2.971)
N (-1.271, -0.905, 2.318)
N (-0.452, -3.052, -0.204)
C (-1.629, -3.408, -1.022)
C (-2.833, -2.546, -0.732)
C (-4.112, -3.074, -0.791)
C (-5.199, -2.240, -0.584)
C (-4.973, -0.899, -0.312)
C (-3.665, -0.458, -0.261)
N (-2.610, -1.252, -0.472)
C (0.755, -3.697, -0.761)
C (2.002, -2.850, -0.734)
C (3.253, -3.447, -0.768)
C (4.379, -2.647, -0.856)
C (4.226, -1.268, -0.905)
C (2.950, -0.751, -0.846)
N (1.854, -1.521, -0.762)
H (-0.563, -4.597, 1.228)
H (-1.735, -3.304, 1.426)
H (0.598, -3.572, 2.928)
H (1.077, -2.362, 1.775)
H (0.030, -2.504, 4.959)
H (-1.298, -0.782, 6.164)
H (-2.642, 0.851, 4.828)
H (-2.556, 0.709, 2.361)
H (-1.371, -3.285, -2.075)
H (-1.895, -4.463, -0.886)
H (-4.253, -4.127, -0.996)
H (-6.206, -2.631, -0.630)
H (-5.788, -0.212, -0.137)
H (-3.448, 0.585, -0.049)
H (0.950, -4.650, -0.261)
H (0.565, -3.947, -1.809)
H (3.338, -4.525, -0.729)
H (5.365, -3.092, -0.883)
H (5.077, -0.606, -0.972)
H (2.785, 0.320, -0.837)
O (-1.339, 4.343, -6.587)
N (-0.676, 3.381, -6.277)
O (-0.014, 2.705, -7.037)
C (-0.705, 2.980, -4.854)
C (-0.863, 3.974, -3.963)
C (-0.877, 3.697, -2.561)
C (-1.016, 4.712, -1.591)
C (-1.031, 4.376, -0.272)
C (-0.930, 3.027, 0.077)
N (-0.813, 2.056, -0.814)
C (-0.760, 2.381, -2.119)
C (-0.553, 1.319, -3.083)
N (-0.353, 0.077, -2.596)
C (-0.144, -0.910, -3.447)
C (-0.155, -0.738, -4.829)
C (-0.346, 0.520, -5.341)
C (-0.531, 1.606, -4.459)
H (-0.982, 4.987, -4.323)
H (-1.100, 5.745, -1.906)
H (-1.122, 5.125, 0.501)
H (-0.938, 2.731, 1.120)
H (0.062, -1.882, -3.015)
H (0.002, -1.583, -5.484)
H (-0.336, 0.683, -6.406)
C (3.902, 1.437, 3.483)
C (2.682, 2.283, 3.095)
C (3.140, 3.557, 2.371)
C (1.886, 2.656, 4.353)
C (1.819, 1.501, 2.195)
C (1.108, 0.840, 1.458)
H (4.549, 2.011, 4.148)
H (4.479, 1.157, 2.601)
H (3.597, 0.528, 4.001)
H (3.772, 4.151, 3.032)
H (2.284, 4.167, 2.078)
H (3.712, 3.313, 1.476)
H (2.516, 3.231, 5.031)
H (1.545, 1.761, 4.875)
H (1.014, 3.261, 4.099)

Atom charges from the Mulliken analysis, given in e for atoms 1 to 5: 0.4551, -1.2265, -0.8061, 0.5612, -1.0165


[3]
This record from OMol25 describes the molecule C5H6N2O. The level of theory is ωB97M-V/def2-TZVPD.

The calculation puts the HOMO energy at -9.92 eV. The SMILES is [H]/N=C1/N=CC=C1CO. The value obtained for the total energy is -10308.279 eV. The lowest unoccupied orbital energy comes out at -0.9 eV. The energy above the lowest of the compared OMol25 structures with the same formula, charge and spin comes out at 30.6 kcal/mol. The calculation puts the gap between HOMO and LUMO at 0.3295 Eh.

Atoms and positions in Å:
H (-1.380, -1.549, 1.401)
N (-0.855, -2.029, 0.676)
C (-0.103, -1.208, 0.019)
N (0.686, -1.632, -1.072)
C (1.231, -0.555, -1.561)
C (0.829, 0.650, -0.816)
C (0.025, 0.265, 0.180)
C (-0.691, 1.101, 1.177)
O (-0.642, 2.508, 0.904)
H (1.944, -0.567, -2.387)
H (1.156, 1.671, -1.017)
H (-0.281, 0.999, 2.184)
H (-1.763, 0.830, 1.300)
H (-1.097, 2.671, 0.067)

Atom charges from the natural (NBO) analysis, given in e for atoms 1 to 5: 0.3323, -0.5080, 0.3525, -0.4240, 0.1060


[4]
This record from OMol25 describes the molecule C15H22FN3O6. The level of theory is ωB97M-V/def2-TZVPD.

The calculation puts the HOMO energy at -9.18 eV. The SMILES is CCCCCOC(=O)Nc1nc(=O)n([C@@H]2O[C@H](C)[C@@H](O)[C@H]2O)cc1F. The value obtained for the total energy is -35385.576 eV. The lowest unoccupied orbital energy comes out at 0.1 eV. The energy above the lowest of the compared OMol25 structures with the same formula, charge and spin comes out at 1.7 kcal/mol. The calculation puts the gap between HOMO and LUMO at 0.3413 Eh.

Atoms and positions in Å:
C (-5.859, 0.293, -2.380)
C (-4.808, -0.170, -1.378)
C (-5.198, -1.497, -0.730)
C (-4.112, -2.100, 0.162)
C (-3.788, -1.283, 1.414)
O (-2.731, -0.353, 1.154)
C (-2.973, 0.928, 1.302)
O (-4.019, 1.449, 1.587)
N (-1.849, 1.713, 1.027)
C (-0.537, 1.347, 1.002)
N (-0.156, 0.172, 1.419)
C (1.128, -0.214, 1.437)
O (1.515, -1.279, 1.869)
N (2.092, 0.700, 0.908)
C (3.485, 0.283, 0.918)
O (4.277, 1.262, 0.326)
C (5.445, 0.639, -0.204)
C (6.022, 1.502, -1.311)
C (5.000, -0.766, -0.684)
O (5.990, -1.726, -0.500)
C (3.719, -1.046, 0.141)
O (3.941, -2.122, 0.997)
C (1.733, 1.926, 0.488)
C (0.426, 2.290, 0.534)
F (0.033, 3.519, 0.131)
H (-5.567, 1.239, -2.830)
H (-6.816, 0.435, -1.883)
H (-5.988, -0.439, -3.175)
H (-3.846, -0.284, -1.885)
H (-4.699, 0.597, -0.612)
H (-5.426, -2.220, -1.518)
H (-6.109, -1.354, -0.144)
H (-4.439, -3.090, 0.484)
H (-3.188, -2.222, -0.406)
H (-3.409, -1.938, 2.203)
H (-4.666, -0.739, 1.775)
H (-2.052, 2.697, 0.896)
H (3.775, 0.111, 1.972)
H (6.181, 0.505, 0.602)
H (5.282, 1.642, -2.095)
H (6.894, 1.006, -1.726)
H (6.306, 2.476, -0.924)
H (4.759, -0.728, -1.753)
H (5.728, -2.268, 0.260)
H (2.862, -1.237, -0.519)
H (3.127, -2.231, 1.522)
H (2.516, 2.574, 0.126)

Atom charges from the natural (NBO) analysis, given in e for atoms 1 to 5: -0.5979, -0.4057, -0.3895, -0.4182, -0.0811


[5]
This record from OMol25 describes the ion HN2O2S with charge +1. The level of theory is ωB97M-V/def2-TZVPD.

The calculation puts the HOMO energy (alpha / beta) at -18.08 / -18.08 eV. As for the total charge: +1. The value obtained for the total energy is -17915.555 eV. The lowest unoccupied orbital energy (alpha / beta) comes out at -8.3 / -8.3 eV. The energy above the lowest of the compared OMol25 structures with the same formula, charge and spin comes out at 50.6 kcal/mol. The calculation puts the gap between HOMO and LUMO (alpha / beta) at 0.3607 / 0.3607 Eh.

Atoms and positions in Å:
N (-2.781, -0.464, 0.093)
N (-3.495, -0.742, -0.688)
O (0.050, -0.035, 0.684)
O (-1.401, 1.750, -0.593)
S (-1.269, 0.882, 0.775)
H (0.741, -0.397, -0.055)

Atom charges from the natural (NBO) analysis, given in e for atoms 1 to 5: -0.1138, 0.2592, -0.8558, -0.6162, 1.7052


[6]
This record from OMol25 describes a cluster of 9 separate species, C9H22Cl10N4O8 in total. The level of theory is ωB97M-V/def2-TZVPD.

The calculation puts the HOMO energy at -10.54 eV. The SMILES is C[N+](=O)[O-].C[N+](=O)[O-].C[N+](=O)[O-].C[N+](=O)[O-].ClCCl.ClCCl.ClCCl.ClCCl.ClCCl. The value obtained for the total energy is -157243.460 eV. The lowest unoccupied orbital energy comes out at -0.4 eV. The energy above the lowest of the compared OMol25 structures with the same formula, charge and spin comes out at 7.2 kcal/mol. The calculation puts the gap between HOMO and LUMO at 0.3725 Eh.

Atoms and positions in Å:
C (1.019, -4.297, -0.524)
N (1.945, -3.927, -1.631)
O (1.451, -3.705, -2.717)
O (3.134, -3.861, -1.375)
H (0.019, -4.301, -0.931)
H (1.147, -3.536, 0.240)
H (1.332, -5.247, -0.105)
C (-3.243, 1.839, -2.084)
N (-3.002, 2.989, -1.186)
O (-3.877, 3.814, -1.094)
O (-1.926, 3.040, -0.614)
H (-4.308, 1.656, -2.155)
H (-2.759, 0.957, -1.678)
H (-2.824, 2.040, -3.066)
C (0.730, 4.460, 0.307)
N (-0.372, 4.963, 1.174)
O (-0.978, 5.950, 0.812)
O (-0.600, 4.334, 2.184)
H (0.473, 4.604, -0.737)
H (0.831, 3.400, 0.497)
H (1.621, 5.033, 0.548)
C (-4.377, -3.578, -0.616)
N (-3.254, -2.634, -0.349)
O (-2.349, -3.017, 0.356)
O (-3.324, -1.536, -0.863)
H (-4.332, -4.368, 0.121)
H (-4.228, -3.969, -1.620)
H (-5.298, -3.010, -0.587)
Cl (-0.100, -4.479, 2.879)
C (-0.207, -3.025, 3.878)
Cl (-1.437, -1.886, 3.282)
H (-0.494, -3.346, 4.870)
H (0.736, -2.497, 3.885)
Cl (5.593, -1.730, -1.514)
C (4.377, -0.611, -2.141)
Cl (3.901, -0.993, -3.803)
H (3.503, -0.655, -1.504)
H (4.789, 0.389, -2.131)
Cl (2.900, 2.899, -2.546)
C (1.675, 2.374, -3.688)
Cl (0.447, 1.358, -2.909)
H (1.170, 3.252, -4.064)
H (2.118, 1.789, -4.483)
Cl (3.133, 1.100, 5.980)
C (1.934, 1.649, 4.826)
Cl (0.865, 2.889, 5.493)
H (2.415, 2.059, 3.947)
H (1.298, 0.821, 4.540)
Cl (0.235, 1.065, 1.875)
C (-0.408, 0.116, 0.561)
Cl (0.838, -0.929, -0.167)
H (-1.236, -0.513, 0.849)
H (-0.692, 0.810, -0.221)

Atom charges from the natural (NBO) analysis, given in e for atoms 1 to 5: -0.4875, 0.5307, -0.3753, -0.3840, 0.2296


> What is the energy above the lowest of the compared OMol25 structures with the same formula, charge and spin in the first record?

80.8 kcal/mol